This record from the OMol25 dataset describes C36H41As2CoN4O14Si as an isolated structure. The level of theory is the ωB97M-V functional and the def2-TZVPD basis.

Geometry (Å):
Co: 1.36 -1.22 1.06
C: 3.90 -0.35 4.19
C: 2.87 -0.35 3.11
N: 2.51 -1.49 2.54
O: 3.32 -2.59 2.89
C: 2.25 0.82 2.41
C: 2.71 2.19 2.72
N: 1.30 0.54 1.60
O: -2.97 2.67 1.66
H: 3.69 0.29 5.06
H: 4.80 0.07 3.66
H: 4.07 -1.41 4.46
H: 2.79 -3.37 2.66
H: 3.29 2.26 3.64
H: 1.87 2.89 2.78
H: 3.38 2.58 1.92
C: 4.94 -0.85 -0.66
C: 3.69 -1.21 -1.46
N: 2.51 -1.30 -0.92
C: 1.67 -1.76 -1.93
C: 2.35 -1.88 -3.11
N: 3.69 -1.57 -2.76
C: 2.02 -2.09 -4.50
O: 0.80 -2.54 -4.73
O: 2.87 -1.88 -5.37
C: 0.21 -1.87 -1.58
O: -0.45 -2.63 -2.32
O: -0.14 -1.33 -0.50
H: 4.67 -0.01 0.04
H: 5.78 -0.69 -1.34
H: 5.23 -1.72 -0.03
H: 4.51 -1.43 -3.35
H: 0.27 -2.60 -3.84
C: 2.06 -5.62 5.36
C: 1.28 -4.57 5.82
C: 0.55 -3.74 4.90
C: 0.78 -3.92 3.55
C: 1.43 -5.08 3.07
C: 2.04 -5.92 4.02
Si: 0.04 -2.50 2.50
C: -1.38 -3.53 1.59
C: -2.69 -3.46 2.02
C: -3.70 -4.07 1.21
C: -3.32 -4.97 0.25
C: -1.98 -5.11 -0.06
C: -1.00 -4.32 0.49
H: 2.67 -6.07 6.07
H: 1.21 -4.43 6.88
H: -0.16 -3.07 5.32
H: 1.32 -5.40 2.04
H: 2.51 -6.85 3.68
H: -0.52 -1.67 3.61
H: -2.98 -2.97 2.97
H: -4.78 -3.91 1.37
H: -4.03 -5.51 -0.39
H: -1.62 -5.82 -0.83
H: -0.03 -4.33 0.07
C: 1.26 1.89 -5.95
O: 1.07 1.96 -4.44
C: -0.17 1.66 -4.10
O: -0.97 1.05 -4.85
C: -0.58 2.06 -2.69
C: 0.11 2.74 -1.72
As: -0.73 2.99 0.06
C: -0.72 4.92 0.53
C: -2.59 3.12 -0.65
C: -3.28 2.56 0.47
As: -2.49 1.56 -2.27
C: -3.54 2.50 -3.71
C: -4.70 1.95 0.06
O: -5.06 1.77 -1.12
O: -5.32 1.61 1.16
C: -6.53 0.77 1.02
C: -3.11 4.53 -0.96
O: -2.63 5.23 -1.84
O: -4.12 4.97 -0.17
C: -5.02 5.90 -0.81
C: 1.40 3.50 -1.77
O: 1.40 4.70 -1.59
O: 2.49 2.75 -1.99
C: 3.73 3.51 -1.97
H: 1.43 0.84 -6.17
H: 2.12 2.50 -6.20
H: 0.41 2.36 -6.44
H: 0.17 5.09 1.19
H: -1.65 5.11 1.11
H: -0.60 5.54 -0.35
H: -3.28 2.12 -4.69
H: -3.41 3.60 -3.61
H: -4.63 2.35 -3.45
H: -7.04 0.85 1.99
H: -6.12 -0.24 0.92
H: -7.21 1.07 0.20
H: -5.17 6.63 -0.02
H: -5.94 5.38 -1.00
H: -4.62 6.23 -1.79
H: 3.96 3.88 -0.99
H: 3.69 4.31 -2.75
H: 4.56 2.83 -2.17

Values from the calculation:
**F_max**: 0.0905 hartree/bohr
**Spin multiplicity**: 5
**Calculated total energy**: -239797.7123 eV
**Energy relative to the best compared isomer or geometry (same formula, charge and spin)**: 133.1 kJ/mol
**<S²>**: 6.014

=====

This record from the OMol25 dataset describes C36H41B2F9N7O5S3SeSr as an isolated structure. The level of theory is the ωB97M-V functional and the def2-TZVPD basis.

Geometry (Å):
Sr: 0.00 0.16 0.16
C: 4.51 -0.46 0.85
C: 3.16 0.17 0.85
N: 2.50 0.48 -0.21
O: 3.03 0.20 -1.41
B: 2.50 1.13 -2.49
F: 2.75 2.44 -2.10
F: 3.13 0.73 -3.64
O: 1.01 0.98 -2.79
N: 0.18 1.54 -1.85
C: -0.04 2.80 -1.84
C: 0.38 3.77 -2.89
C: -0.73 3.30 -0.60
N: -0.40 2.66 0.46
O: -1.00 3.05 1.63
B: -0.12 3.05 2.81
F: 0.60 4.30 2.79
F: -0.90 3.00 3.93
O: 0.87 1.92 2.99
N: 1.71 1.60 1.98
C: 2.41 0.52 2.09
C: 2.43 -0.37 3.29
C: -1.64 4.49 -0.61
H: 4.80 -0.70 -0.16
H: 4.51 -1.38 1.45
H: 5.24 0.23 1.29
H: 0.96 3.27 -3.66
H: 0.98 4.57 -2.46
H: -0.51 4.22 -3.34
H: 1.87 0.08 4.11
H: 3.47 -0.54 3.60
H: 2.00 -1.34 3.05
H: -1.52 5.08 -1.51
H: -1.45 5.10 0.27
H: -2.68 4.15 -0.55
N: 0.86 -2.22 0.31
S: 0.78 -2.86 -1.15
C: 2.41 -3.08 -1.82
C: 3.36 -3.85 -1.15
C: 4.64 -3.92 -1.66
C: 4.96 -3.22 -2.82
C: 4.01 -2.45 -3.47
C: 2.72 -2.38 -2.97
C: 0.26 -4.57 -0.96
C: 0.49 -5.50 -1.97
C: 0.00 -6.78 -1.83
C: -0.72 -7.14 -0.69
C: -0.95 -6.20 0.30
C: -0.47 -4.91 0.17
H: 1.52 -2.76 0.87
H: 3.09 -4.40 -0.26
H: 5.39 -4.51 -1.16
H: 5.97 -3.27 -3.21
H: 4.27 -1.88 -4.36
H: 1.98 -1.75 -3.45
H: 1.06 -5.22 -2.85
H: 0.18 -7.51 -2.61
H: -1.10 -8.14 -0.59
H: -1.51 -6.47 1.19
H: -0.64 -4.16 0.94
C: -4.96 -4.70 -1.47
C: -3.76 -3.83 -1.83
C: -3.98 -2.38 -1.40
S: -2.53 -1.36 -1.74
O: -2.13 -0.75 -0.40
C: -3.26 -0.01 -2.67
C: -3.45 -0.37 -4.13
C: -3.96 0.83 -4.93
H: -4.79 -5.73 -1.79
H: -5.87 -4.34 -1.96
H: -5.13 -4.70 -0.40
H: -3.57 -3.87 -2.90
H: -2.86 -4.21 -1.34
H: -4.12 -2.29 -0.32
H: -4.85 -1.94 -1.90
H: -2.55 0.81 -2.54
H: -4.20 0.27 -2.18
H: -4.15 -1.20 -4.23
H: -2.49 -0.70 -4.54
H: -4.93 1.17 -4.55
H: -4.09 0.58 -5.98
H: -3.27 1.67 -4.86
S: 3.10 3.44 0.90
C: 3.85 3.59 2.44
N: 3.12 4.08 3.47
C: 3.62 4.24 4.70
C: 4.94 3.93 4.92
C: 5.64 3.41 3.84
N: 5.12 3.22 2.64
H: 2.10 4.22 3.29
H: 2.94 4.62 5.45
H: 5.39 4.07 5.89
H: 6.68 3.11 3.96
F: -4.55 5.62 5.29
C: -4.30 4.52 4.60
C: -3.86 3.38 5.26
F: -3.68 3.40 6.58
C: -3.59 2.24 4.53
F: -3.14 1.17 5.18
C: -3.76 2.20 3.14
Se: -3.32 0.70 2.14
C: -4.22 3.36 2.52
F: -4.39 3.40 1.20
C: -4.48 4.51 3.23
F: -4.90 5.62 2.61

Values from the calculation:
**Net charge**: +1
**F_max**: 0.0190 hartree/bohr
**Spin multiplicity**: 1
**Calculated total energy**: -183162.1957 eV
**Energy relative to the best compared isomer or geometry (same formula, charge and spin)**: 390.2 kJ/mol

=====

This record from the OMol25 dataset describes a 5-piece molecular cluster, C36H41BN9O11 overall. The level of theory is the ωB97M-V functional and the def2-TZVPD basis.

Geometry (Å):
C: -5.21 -4.78 1.09
N: -5.12 -3.50 0.34
C: -3.75 -3.10 0.01
N: -3.01 -2.44 1.18
N: -3.69 -2.26 2.29
C: -3.03 -1.65 3.36
C: -3.97 -1.42 4.67
O: -3.22 -0.99 5.82
C: -2.78 -2.12 6.60
C: -1.22 -2.41 6.62
O: -3.66 -2.80 7.15
C: -1.58 -1.16 3.53
C: -0.77 -1.38 2.19
N: 0.64 -1.00 2.07
C: 1.33 -1.90 2.80
C: 1.00 -3.45 2.87
C: 2.55 -1.40 3.72
C: -1.65 -2.02 1.10
B: -0.91 -2.25 -0.37
N: -1.43 -1.72 -1.66
O: 0.36 -2.96 -0.43
H: -4.76 -5.64 0.46
H: -6.25 -5.04 1.47
H: -4.52 -4.71 2.01
H: -5.69 -2.75 0.73
H: -3.82 -2.33 -0.83
H: -3.21 -4.06 -0.33
H: -4.56 -2.38 4.82
H: -4.73 -0.62 4.34
H: -0.63 -1.44 6.43
H: -0.88 -2.78 7.65
H: -0.96 -3.16 5.79
H: -1.12 -0.69 4.46
H: 0.44 -3.87 1.97
H: 0.36 -3.72 3.79
H: 1.98 -4.05 3.02
H: 2.13 -0.80 4.60
H: 3.08 -2.32 4.16
H: 3.33 -0.82 3.13
H: -2.20 -1.05 -1.52
H: -1.88 -2.53 -2.13
H: 0.18 -3.91 -0.21
C: -0.09 0.02 -4.09
C: 0.01 0.08 -5.48
C: 0.10 1.32 -6.11
C: 0.09 2.48 -5.35
C: -0.02 2.42 -3.96
C: -0.11 1.18 -3.33
N: 0.20 3.78 -6.00
O: 0.28 3.80 -7.22
O: 0.22 4.78 -5.30
H: -0.15 -0.95 -3.60
H: 0.03 -0.83 -6.07
H: 0.18 1.36 -7.19
H: -0.04 3.32 -3.35
H: -0.20 1.13 -2.25
C: 6.06 -1.02 -2.92
C: 5.32 -0.16 -3.72
C: 4.24 -0.64 -4.45
C: 3.91 -1.99 -4.36
C: 4.65 -2.86 -3.57
C: 5.73 -2.37 -2.85
N: 2.75 -2.49 -5.11
O: 2.14 -1.69 -5.81
O: 2.46 -3.67 -4.99
H: 6.90 -0.64 -2.35
H: 5.58 0.89 -3.78
H: 3.67 0.04 -5.07
H: 4.39 -3.91 -3.50
H: 6.31 -3.04 -2.22
C: 2.62 6.00 -1.09
C: 2.29 5.57 0.19
C: 2.42 4.22 0.53
C: 2.87 3.32 -0.43
C: 3.20 3.75 -1.72
C: 3.07 5.09 -2.04
N: 3.03 1.91 -0.08
O: 2.72 1.56 1.05
O: 3.46 1.15 -0.93
H: 2.53 7.05 -1.34
H: 1.94 6.28 0.93
H: 2.15 3.90 1.53
H: 3.55 3.05 -2.47
H: 3.33 5.44 -3.04
C: -2.15 2.91 3.58
C: -1.46 2.13 2.66
C: -1.51 2.43 1.31
C: -2.25 3.53 0.88
C: -2.95 4.31 1.79
C: -2.90 4.00 3.15
N: -2.28 3.87 -0.54
O: -1.67 3.14 -1.32
O: -2.91 4.85 -0.88
H: -2.11 2.67 4.64
H: -0.88 1.28 3.00
H: -0.96 1.81 0.60
H: -3.54 5.17 1.47
H: -3.44 4.61 3.86

Values from the calculation:
**Net charge**: +1
**F_max**: 0.1145 hartree/bohr
**Spin multiplicity**: 1
**Calculated total energy**: -74585.3769 eV

=====

This record from the OMol25 dataset describes C36H41BrGeNO2Ru as an isolated structure. The level of theory is the ωB97M-V functional and the def2-TZVPD basis.

Geometry (Å):
Ru: 0.08 0.40 -0.28
N: -4.21 -0.98 -0.48
C: -2.94 -0.49 -0.55
O: -1.99 -1.13 -0.12
C: -2.77 0.86 -1.19
C: -1.62 1.64 -0.55
H: -4.33 -1.93 -0.18
H: -4.96 -0.52 -0.96
H: -3.74 1.38 -1.19
H: -2.52 0.66 -2.24
H: -1.97 2.03 0.42
H: -1.39 2.50 -1.17
C: 5.47 -1.34 5.33
C: 4.82 0.03 5.07
C: 5.91 1.10 5.01
C: 3.90 0.35 6.25
C: 4.05 -0.01 3.75
C: 2.69 0.25 3.64
C: 2.09 0.18 2.39
Br: 0.22 0.56 2.26
C: 2.73 -0.13 1.18
O: 2.14 -0.19 0.03
C: 4.14 -0.37 1.31
C: 4.73 -0.31 2.56
C: 4.96 -0.69 0.04
C: 4.43 -1.98 -0.61
C: 6.44 -0.90 0.36
C: 4.85 0.47 -0.96
H: 6.01 -1.33 6.29
H: 6.18 -1.60 4.55
H: 4.71 -2.12 5.37
H: 6.46 1.15 5.96
H: 5.48 2.08 4.81
H: 6.63 0.89 4.21
H: 4.48 0.36 7.17
H: 3.11 -0.39 6.35
H: 3.43 1.34 6.14
H: 2.09 0.49 4.50
H: 5.80 -0.49 2.62
H: 4.50 -2.82 0.09
H: 5.03 -2.22 -1.49
H: 3.39 -1.86 -0.91
H: 6.60 -1.74 1.05
H: 6.89 -0.01 0.79
H: 6.97 -1.13 -0.57
H: 3.81 0.63 -1.25
H: 5.43 0.24 -1.85
H: 5.24 1.39 -0.51
C: 0.25 0.27 -2.05
Ge: 0.12 0.24 -3.95
C: 0.44 2.00 -4.71
C: -0.39 3.07 -4.36
C: -0.14 4.35 -4.84
C: 0.95 4.59 -5.67
C: 1.79 3.54 -6.02
C: 1.54 2.25 -5.54
C: -1.62 -0.37 -4.64
C: -2.42 0.39 -5.50
C: -3.67 -0.08 -5.92
C: -4.13 -1.31 -5.48
C: -3.35 -2.08 -4.62
C: -2.11 -1.61 -4.21
C: 1.42 -1.02 -4.69
C: 2.30 -1.67 -3.83
C: 3.23 -2.58 -4.32
C: 3.30 -2.85 -5.68
C: 2.42 -2.21 -6.56
C: 1.49 -1.30 -6.06
H: -1.23 2.90 -3.70
H: -0.79 5.17 -4.55
H: 1.15 5.59 -6.03
H: 2.64 3.72 -6.65
H: 2.21 1.45 -5.81
H: -2.07 1.35 -5.85
H: -4.27 0.52 -6.58
H: -5.10 -1.67 -5.80
H: -3.71 -3.04 -4.28
H: -1.51 -2.21 -3.52
H: 2.26 -1.45 -2.77
H: 3.92 -3.08 -3.64
H: 4.03 -3.55 -6.07
H: 2.47 -2.42 -7.62
H: 0.80 -0.82 -6.75

Values from the calculation:
**Net charge**: -1
**F_max**: 0.1144 hartree/bohr
**Spin multiplicity**: 1
**Calculated total energy**: -172721.6587 eV
**Energy relative to the best compared isomer or geometry (same formula, charge and spin)**: 119.1 kJ/mol

=====

This record from the OMol25 dataset describes C36H41CaN5O3P as an isolated structure. The level of theory is the ωB97M-V functional and the def2-TZVPD basis.

Geometry (Å):
Ca: 0.12 -0.81 1.19
O: 1.68 -0.69 2.55
C: 2.29 0.36 2.98
C: 3.63 0.28 3.43
C: 4.32 1.38 3.87
C: 3.71 2.65 3.93
C: 2.40 2.75 3.54
C: 1.66 1.65 3.07
C: 0.26 1.90 2.73
N: -0.50 1.06 2.13
N: -1.85 1.43 1.91
C: -2.43 0.60 1.08
O: -1.89 -0.41 0.47
C: -3.88 0.89 0.80
C: -4.58 0.06 -0.06
C: -5.91 0.32 -0.38
C: -6.55 1.43 0.16
C: -5.85 2.27 1.02
C: -4.52 2.00 1.34
H: 4.10 -0.69 3.38
H: 5.36 1.27 4.18
H: 4.26 3.52 4.26
H: 1.90 3.72 3.58
H: -0.17 2.86 3.02
H: -4.06 -0.79 -0.49
H: -6.44 -0.34 -1.05
H: -7.58 1.64 -0.09
H: -6.33 3.14 1.44
H: -3.96 2.64 2.01
C: -0.06 -4.46 3.54
C: -0.84 -3.56 2.62
O: -0.87 -2.34 2.79
N: -1.52 -4.17 1.62
C: -2.33 -3.44 0.65
C: -1.67 -3.36 -0.71
C: -2.32 -3.79 -1.85
C: -1.69 -3.68 -3.08
C: -0.42 -3.15 -3.13
C: 0.17 -2.74 -1.94
N: -0.44 -2.83 -0.75
H: 0.52 -3.84 4.22
H: 0.61 -5.10 2.97
H: -0.74 -5.09 4.11
H: -1.35 -5.15 1.47
H: -2.44 -2.42 1.02
H: -3.31 -3.89 0.57
H: -3.32 -4.21 -1.77
H: -2.19 -4.00 -3.98
H: 0.11 -3.04 -4.06
H: 1.16 -2.29 -1.94
C: 2.37 -0.29 -0.60
C: 3.74 -0.51 -0.59
C: 4.70 0.55 -0.77
C: 6.05 0.31 -0.79
C: 6.58 -0.99 -0.63
C: 5.67 -2.04 -0.43
C: 4.31 -1.82 -0.40
C: 8.00 -1.23 -0.67
N: 9.14 -1.43 -0.71
H: 1.71 -1.15 -0.51
H: 1.93 0.68 -0.75
H: 4.33 1.56 -0.90
H: 6.73 1.14 -0.94
H: 6.05 -3.04 -0.29
H: 3.64 -2.66 -0.22
C: -2.65 0.98 -3.62
C: -1.67 0.41 -2.60
P: -0.66 1.61 -1.61
C: 0.39 2.29 -2.97
C: 1.53 3.20 -2.49
C: -1.88 2.97 -1.36
C: -1.47 3.95 -0.26
H: -3.12 0.17 -4.20
H: -2.16 1.64 -4.34
H: -3.46 1.54 -3.14
H: -0.94 -0.24 -3.09
H: -2.20 -0.21 -1.87
H: -0.24 2.82 -3.70
H: 0.82 1.42 -3.48
H: 1.14 4.09 -1.99
H: 2.16 3.52 -3.32
H: 2.16 2.67 -1.77
H: -2.83 2.50 -1.08
H: -2.05 3.48 -2.31
H: -1.45 3.45 0.71
H: -2.17 4.79 -0.20
H: -0.47 4.37 -0.44

Values from the calculation:
**Net charge**: -1
**F_max**: 0.0499 hartree/bohr
**Spin multiplicity**: 1
**Calculated total energy**: -79322.6521 eV
**Energy relative to the best compared isomer or geometry (same formula, charge and spin)**: 154.0 kJ/mol